## P
A molecular structure, C9H7IrN2O5, computed with ωB97M-V/def2-TZVPD.

The geometry in ORCA input format:
```
! RIJCOSX wB97M-V def2-TZVPD def2/J DEFGRID3
* xyz 2 5
C 1.8285 -0.1360 -1.4749
O -3.1370 -0.3042 -1.2974
N 0.0281 0.0530 2.7768
O -0.2457 -1.2859 -4.7279
N -0.2233 -0.3129 0.6089
Ir -0.1016 -0.4563 -1.7647
C -0.6763 -1.1302 2.6482
H 1.7806 1.8377 2.1852
H 0.5572 1.8661 -2.0311
C 0.1675 -2.3114 -1.2761
O 2.9258 0.0733 -1.1751
C 1.0001 1.7821 1.4219
H -1.3621 -2.1774 0.7971
H -1.0014 -1.7583 3.4615
O 0.2783 -3.4602 -1.2123
C -0.2684 -1.1800 -3.5896
O -0.7124 3.0438 -1.0027
C 0.2956 0.5076 1.5211
H 0.3299 2.6258 1.5750
C -2.0044 -0.3284 -1.4885
C -0.3924 2.0066 -1.3887
H 0.2908 0.4965 3.6688
C -0.8467 -1.3475 1.2931
H 1.4895 1.8962 0.4715
*
```

Frontier orbital gap (spin up / spin down): 6.4 / 6.4 eV
LUMO energy (spin up / spin down): -7.640 / -12.127 eV
HOMO level (spin up / spin down): -14.04 / -18.49 eV

## Q
A molecular structure, C9H7IrN2O5, computed with ωB97M-V/def2-TZVPD.

The geometry in ORCA input format:
```
! RIJCOSX wB97M-V def2-TZVPD def2/J DEFGRID3
* xyz 2 5
O -0.8564 -2.2865 1.3514
H 2.6413 0.7722 3.2012
C -1.4406 1.6351 1.3416
O -3.4638 0.2513 -1.4777
C 2.7080 3.1362 0.0792
Ir -0.7058 0.4483 -0.0680
C 1.5504 2.6634 -0.4737
C 3.2653 -2.5694 0.2877
C 1.9258 1.4937 1.3569
N 1.0824 1.6450 0.3409
H 1.0240 2.9781 -1.3638
H 0.8791 0.5994 2.9789
H 2.0266 -1.6123 0.2095
O 1.0272 -0.5811 -2.4666
C 0.3795 -0.1837 -1.5945
C -2.4361 0.3259 -0.9495
H 3.7061 2.4619 1.8677
O 4.1374 -3.3187 0.2493
C -0.8204 -1.2496 0.8297
O -1.8948 2.3710 2.1072
H 3.3587 3.9254 -0.2519
H 1.9988 -0.4893 2.1163
N 2.9262 2.3887 1.2201
C 1.8526 0.5352 2.4778
*
```

Frontier orbital gap (spin up / spin down): 6.0 / 6.1 eV
LUMO energy (spin up / spin down): -7.316 / -12.134 eV
HOMO level (spin up / spin down): -13.33 / -18.26 eV

Which one sits at the bottom of the stability order? Q does.

## P
10 unconnected molecules or ions with the total composition BF4H18O9, computed with ωB97M-V/def2-TZVPD.

The geometry in ORCA input format:
```
! RIJCOSX wB97M-V def2-TZVPD def2/J DEFGRID3
* xyz -1 1
H 3.4006 0.4577 2.0193
O 0.3322 0.1272 3.7057
O -3.7798 -1.4690 3.1405
H 4.5572 -0.6600 0.0219
H -0.9461 -0.7684 -3.8454
H 0.1508 -0.1291 2.7978
H -1.9080 2.4208 -3.5562
O 3.9501 -0.8437 0.7432
H 1.0213 0.7975 3.6274
F 0.8848 0.1321 0.4428
H -1.4893 1.5576 -2.3616
H -3.8253 -1.6068 -0.2796
H -3.1931 -0.2412 -0.5022
O -2.2417 1.7545 -2.9498
H -4.3214 -0.8278 2.6704
H 0.9374 2.3792 -1.0298
F -1.3470 0.1029 0.8972
H 3.3436 -1.5556 0.3976
F -0.5791 1.2143 -0.9653
H -0.1961 -0.7150 -2.5092
F -0.4715 -1.0645 -0.9039
O -3.9199 -0.8017 -0.7965
O -0.0581 -0.7595 -3.4773
B -0.4024 0.1272 -0.1309
O 2.2352 -2.5253 -0.3268
O 1.3631 3.2470 -0.9975
H -3.0734 -1.6851 2.5228
H 2.0854 0.9752 1.4337
O 2.6750 1.0771 2.2040
H 1.5427 -1.8447 -0.3269
H 2.4676 -2.6371 -1.2549
H 0.8053 3.7641 -0.4105
*
```

Frontier orbital gap: 10.3 eV
LUMO energy: 2.773 eV
HOMO level: -7.49 eV

## Q
10 unconnected molecules or ions with the total composition BF4H18O9, computed with ωB97M-V/def2-TZVPD.

The geometry in ORCA input format:
```
! RIJCOSX wB97M-V def2-TZVPD def2/J DEFGRID3
* xyz -1 1
H -17.7030 -17.8620 -8.3180
H -16.0210 -12.4030 -7.1690
H -15.8150 -15.0410 -7.6210
O -16.9190 -16.4230 -5.0830
H -21.5360 -12.3770 -6.8890
O -18.6300 -14.0610 -11.5450
F -18.2010 -14.6270 -7.4320
H -21.2230 -11.2760 -9.2580
B -19.3950 -15.1030 -7.9810
H -20.4500 -12.5270 -8.8580
H -21.9600 -13.7920 -7.1200
H -15.8520 -16.5440 -7.6900
H -19.3130 -15.1970 -4.9990
O -16.7850 -17.6960 -8.4810
H -16.6840 -17.3450 -9.3660
O -20.3330 -11.6030 -9.0600
H -18.9170 -14.3420 -10.6780
F -19.4140 -16.5080 -8.1100
F -20.4140 -14.7820 -7.0750
H -19.4040 -13.9630 -12.1240
H -17.5700 -15.7010 -5.0480
O -18.8650 -14.4810 -4.6320
H -17.1920 -13.3390 -6.9100
H -16.4100 -16.1630 -5.8780
H -20.2120 -16.8780 -6.4890
F -19.6680 -14.4740 -9.1800
O -22.2840 -12.9010 -7.1330
O -15.3920 -15.8140 -7.2680
H -19.0890 -13.7370 -5.1730
H -19.6130 -17.9140 -5.5570
O -16.7470 -12.5590 -6.5840
O -20.3080 -17.2140 -5.5790
*
```

Frontier orbital gap: 9.8 eV
LUMO energy: 2.711 eV
HOMO level: -7.09 eV

## R
A molecular structure, BF4H18O9, computed with ωB97M-V/def2-TZVPD.

The geometry in ORCA input format:
```
! RIJCOSX wB97M-V def2-TZVPD def2/J DEFGRID3
* xyz -1 1
F 1.0598 -0.4920 -0.3648
H -2.9503 0.7647 -0.0245
O 0.5875 3.7713 0.3887
O -0.6278 -2.4070 0.9785
H 0.1877 -2.0836 -2.1525
H 2.3381 -1.3559 0.1360
O 1.5111 -0.6667 2.6889
O -0.6224 -1.8999 -1.6770
H -0.1918 -1.5628 1.0950
H 3.5633 -0.4917 -0.0734
H 1.9939 0.3878 -2.1102
H 2.0564 0.0979 2.5036
H -0.4403 -1.0930 -1.1953
O 3.2655 -1.2896 0.3634
F 0.0363 1.5179 0.0793
H 1.6703 0.5112 -0.6364
O -2.6746 0.9949 0.8628
H -1.8706 0.4944 1.0017
O -1.6744 1.7804 -1.2651
H -2.2409 -1.2630 -1.4013
F -1.2063 -0.3233 -0.4302
H 0.7062 -0.5131 2.1941
H -0.3427 -2.7072 0.1155
H 1.2532 3.5934 1.0531
F -0.1470 -0.1665 1.5369
O 2.2182 0.8875 -1.3252
O -2.8698 -1.6660 -0.8028
B -0.0568 0.1231 0.1953
H 0.3165 2.9058 0.0827
H -1.2601 1.2457 -0.5879
H -1.1710 2.5946 -1.2694
H -2.4175 -1.6894 0.0405
*
```

Frontier orbital gap: 10.0 eV
LUMO energy: 2.746 eV
HOMO level: -7.23 eV

Which one sits at the bottom of the stability order? R does.